(1)
Entry from the Open Molecules 2025 dataset: C5H6CuO5 as an isolated structure at a distorted geometry (the ωB97M-V functional and the def2-TZVPD basis).

Values from the calculation:
- Frontier orbital gap: 6.6 eV
- Energy: -2210.81216 Eh
- HOMO energy: -0.1356 hartree
- ΔE to the lowest compared entry with this formula, charge and spin: 0.0 kcal/mol

```
! RIJCOSX wB97M-V def2-TZVPD def2/J DEFGRID3
* xyz -1 1
H -0.788 -4.022 2.253
O -1.515 -0.944 2.244
C -1.658 -3.409 2.022
C -1.567 -2.105 2.101
H -2.614 -3.846 1.728
H 0.923 -0.122 -2.783
C 0.476 0.502 -1.973
C 1.578 0.686 -0.920
O 1.019 1.289 0.247
C 0.583 2.617 0.158
O 1.332 3.454 -0.343
O -0.565 2.748 0.646
Cu -1.205 0.699 0.376
O -0.670 -0.033 -1.433
H 0.299 1.500 -2.443
H 2.424 1.278 -1.303
H 1.948 -0.291 -0.577
*
```

(2)
Entry from the Open Molecules 2025 dataset: C55H54LiN11PS2 as an isolated structure at a distorted geometry (the ωB97M-V functional and the def2-TZVPD basis).

Values from the calculation:
- Frontier orbital gap: 8.0 eV
- Energy: -3875.87745 Eh
- HOMO energy: -0.3558 hartree

```
! RIJCOSX wB97M-V def2-TZVPD def2/J DEFGRID3
* xyz 1 1
Li 0.228 0.064 0.016
C -2.010 0.260 4.823
N -0.910 0.242 3.901
C -0.974 0.098 2.548
N 0.226 0.185 2.012
C 1.094 0.400 3.025
C 0.404 0.436 4.223
C 0.938 0.740 5.547
C 0.718 -0.074 6.654
C 1.303 0.238 7.869
C 2.099 1.363 7.991
C 2.313 2.183 6.895
C 1.741 1.872 5.677
C 2.533 0.559 2.853
C 3.406 -0.208 3.618
C 4.769 -0.009 3.517
C 5.268 0.962 2.665
C 4.401 1.717 1.895
C 3.036 1.517 1.980
P -2.538 -0.037 1.640
C -2.215 1.344 0.507
N -1.102 1.536 -0.164
C -1.248 2.695 -0.855
C -2.506 3.219 -0.591
N -3.099 2.349 0.280
C -4.415 2.469 0.843
C -3.168 4.420 -1.093
C -3.310 4.615 -2.466
C -3.900 5.768 -2.946
C -4.351 6.740 -2.066
C -4.222 6.548 -0.701
C -3.639 5.392 -0.214
C -0.158 3.253 -1.641
C -0.070 4.627 -1.868
C 0.986 5.147 -2.591
C 1.979 4.310 -3.076
C 1.906 2.947 -2.837
C 0.840 2.418 -2.136
C -2.114 -1.349 0.466
N -0.961 -1.593 -0.122
C -1.171 -2.636 -0.969
C -2.494 -3.035 -0.884
N -3.070 -2.211 0.036
C -4.451 -2.208 0.427
C -3.245 -4.064 -1.610
C -3.725 -5.187 -0.940
C -4.436 -6.153 -1.629
C -4.685 -5.997 -2.982
C -4.224 -4.872 -3.648
C -3.502 -3.908 -2.969
C -0.124 -3.218 -1.792
C -0.153 -4.574 -2.111
C 0.824 -5.121 -2.918
C 1.848 -4.327 -3.408
C 1.897 -2.982 -3.076
C 0.911 -2.425 -2.284
H -2.939 0.395 4.269
H -2.071 -0.674 5.385
H -1.885 1.082 5.529
H 0.121 -0.969 6.556
H 1.136 -0.406 8.718
H 2.561 1.599 8.936
H 2.925 3.067 6.985
H 1.917 2.504 4.817
H 3.015 -0.956 4.291
H 5.441 -0.597 4.122
H 6.332 1.139 2.617
H 4.788 2.479 1.238
H 2.350 2.112 1.395
H -5.072 2.970 0.133
H -4.810 1.475 1.062
H -4.391 3.050 1.769
H -2.950 3.856 -3.145
H -4.005 5.915 -4.011
H -4.794 7.649 -2.444
H -4.568 7.303 -0.011
H -3.518 5.257 0.852
H -0.818 5.290 -1.459
H 1.042 6.211 -2.764
H 2.809 4.723 -3.630
H 2.687 2.288 -3.183
H 0.772 1.352 -1.960
H -4.995 -2.927 -0.184
H -4.554 -2.484 1.479
H -4.882 -1.217 0.273
H -3.524 -5.308 0.116
H -4.798 -7.025 -1.106
H -5.241 -6.752 -3.516
H -4.433 -4.745 -4.700
H -3.148 -3.022 -3.476
H -0.938 -5.196 -1.706
H 0.787 -6.172 -3.160
H 2.610 -4.754 -4.041
H 2.703 -2.360 -3.436
H 0.928 -1.376 -2.025
C 6.049 1.649 -1.225
C 5.485 0.365 -1.831
C 4.335 -0.168 -1.058
N 3.149 0.305 -1.065
N 2.274 -0.342 -0.291
C 2.799 -1.350 0.341
N 2.121 -2.124 1.191
S 4.496 -1.583 -0.009
H 6.856 2.025 -1.848
H 6.438 1.456 -0.230
H 5.276 2.408 -1.161
H 6.271 -0.388 -1.866
H 5.153 0.569 -2.850
H 1.130 -1.956 1.250
H 2.524 -2.973 1.535
C -0.952 1.430 -6.611
N -1.299 1.221 -5.221
C -1.171 0.103 -4.482
S -2.106 -0.036 -3.108
N -0.346 -0.911 -4.800
C 0.813 -0.890 -5.666
H -1.441 2.340 -6.950
H -1.293 0.599 -7.235
H 0.124 1.555 -6.732
H -1.994 1.844 -4.836
H -0.329 -1.629 -4.085
H 0.531 -0.846 -6.718
H 1.363 -1.814 -5.504
H 1.466 -0.046 -5.431
*
```